Entry 1:
Entry from the OMol25 dataset: a cluster of 3 separate species, C26H32O12PS in total at a distorted geometry (ωB97M-V/def2-TZVPD).

Last column: Mulliken charge in e.
Geometry (Å):
C -5.289 -1.098 0.917  -1.58
C -3.853 -1.013 0.498  1.16
C -2.862 -1.619 1.266  -1.01
C -1.521 -1.600 0.867  -1.29
C -1.091 -0.965 -0.303  1.02
C 0.365 -1.009 -0.719  0.63
C 0.985 0.368 -1.027  -0.50
C 1.267 -1.732 0.275  -2.15
C -2.093 -0.350 -1.047  -0.30
O -1.830 0.310 -2.254  -0.50
C -1.601 1.685 -2.138  -0.75
P -2.024 2.409 -0.504  0.37
C -1.127 3.998 -0.385  -0.89
C 0.042 3.906 0.638  0.28
C -0.135 4.865 1.838  -0.98
S 0.069 4.177 3.486  1.23
O -1.230 4.089 4.075  -0.61
O 1.063 4.928 4.166  -0.61
O 0.659 2.708 3.331  -0.42
C -3.438 -0.377 -0.669  -0.23
H -5.395 -1.011 1.991  0.40
H -5.900 -0.375 0.389  0.41
H -5.665 -2.079 0.631  0.33
H -3.129 -2.146 2.168  0.31
H -0.838 -2.123 1.508  0.40
H 0.412 -1.593 -1.638  0.45
H 1.140 0.542 -2.086  0.36
H 1.976 0.409 -0.592  0.72
H 0.437 1.205 -0.593  -0.57
H 1.343 -1.175 1.208  0.46
H 2.271 -1.821 -0.123  0.48
H 0.903 -2.729 0.501  0.49
H -0.574 1.962 -2.367  0.39
H -2.230 2.203 -2.866  0.57
H -3.386 2.708 -0.452  0.19
H -1.628 1.649 0.592  0.11
H -0.674 4.164 -1.357  0.41
H -1.817 4.799 -0.151  0.67
H 0.187 2.891 0.995  0.05
H 0.966 4.171 0.140  -0.11
H -1.114 5.328 1.846  0.40
H 0.606 5.652 1.773  0.46
H 0.072 2.131 2.827  0.33
H -4.162 0.093 -1.320  0.61
C -2.418 -6.589 -1.064  -0.88
C -2.312 -5.496 -0.300  0.33
C -1.732 -5.549 1.090  0.93
O -1.646 -4.509 1.727  -0.52
C -1.307 -6.832 1.609  -1.10
C -1.416 -7.931 0.846  0.25
C -1.971 -7.875 -0.552  1.03
O -2.020 -8.910 -1.183  -0.59
O -1.048 -9.132 1.255  -0.56
O -2.705 -4.292 -0.712  -0.56
H -2.830 -6.561 -2.063  0.46
H -0.908 -6.861 2.612  0.45
H -1.230 -9.745 0.516  0.37
H -2.520 -3.674 0.020  0.31
C 4.926 4.518 -0.841  -0.90
C 4.058 3.597 -1.263  0.17
C 4.495 2.267 -1.802  1.20
O 3.605 1.497 -2.135  -0.59
C 5.907 1.982 -1.889  -1.07
C 6.793 2.902 -1.472  0.29
C 6.356 4.230 -0.908  0.99
O 7.215 5.000 -0.536  -0.58
O 8.099 2.716 -1.522  -0.55
O 2.728 3.757 -1.246  -0.54
H 4.620 5.478 -0.449  0.45
H 6.208 1.026 -2.293  0.46
H 8.512 3.525 -1.161  0.37
H 2.386 2.922 -1.621  0.22

Summary:
**Calculated total energy**: -72165.91976 eV
**Net charge**: +1
**Frontier orbital gap**: 0.2844 Eh


Entry 2:
Entry from the OMol25 dataset: a structure of composition C33H36AsCl3EuN6 at a distorted geometry (ωB97M-V/def2-TZVPD).

Last column: Löwdin spin population.
Geometry (Å):
Eu -0.080 0.116 0.248  4.10
C -0.135 -0.021 5.182  0.00
C 1.145 -0.446 5.534  0.00
C 2.054 -0.824 4.503  0.00
C 1.660 -0.761 3.155  0.00
C 0.337 -0.406 2.881  -0.01
C -0.595 -0.092 3.836  0.00
C 2.643 -0.997 2.055  0.00
C 3.920 -1.479 2.437  0.00
C 4.900 -1.675 1.496  0.00
C 4.832 -1.129 0.204  0.00
C 5.898 -0.841 -0.678  0.00
C 5.653 -0.128 -1.855  0.00
C 4.405 0.270 -2.213  0.00
C 3.334 -0.048 -1.410  0.00
C 3.471 -0.626 -0.118  0.00
N 2.434 -0.572 0.807  0.00
H -0.835 0.187 5.990  0.00
H 1.517 -0.409 6.588  0.00
H 3.078 -1.074 4.736  0.00
H -1.670 0.121 3.611  0.00
H 4.162 -1.793 3.492  0.00
H 5.886 -2.001 1.869  0.00
H 6.894 -1.206 -0.370  0.00
H 6.497 -0.032 -2.525  0.00
H 4.236 0.803 -3.149  0.00
H 2.334 0.078 -1.839  0.00
Cl -0.801 -2.565 -5.051  0.00
C -0.296 -0.851 -4.647  0.00
Cl 1.543 -0.744 -4.864  0.00
Cl -1.179 0.306 -5.612  0.00
C -0.494 -0.585 -3.213  0.00
N -0.430 -0.323 -2.085  0.00
N 2.135 4.926 -1.983  0.26
C 1.591 4.290 -0.941  0.19
C 1.013 3.004 -1.076  0.35
N 0.285 2.478 -0.054  0.33
C 0.150 3.263 1.057  0.37
C 1.003 4.330 1.260  0.13
N 1.684 4.910 0.280  0.28
H 2.283 4.419 -2.838  0.00
H 2.379 5.848 -1.851  0.01
H 1.122 2.525 -2.070  0.01
H -0.679 2.995 1.749  0.01
H 1.010 4.799 2.253  0.00
C -1.464 -3.845 -1.424  0.00
As -0.062 -3.068 -0.252  0.00
C 1.453 -4.177 -0.817  0.00
C -0.738 -4.096 1.255  0.00
H -1.417 -4.934 -1.316  0.00
H -1.279 -3.659 -2.519  0.00
H -2.444 -3.477 -1.062  0.00
H 1.115 -5.228 -0.844  0.00
H 2.258 -4.126 -0.040  0.00
H 1.822 -3.828 -1.787  0.00
H -0.601 -5.199 1.110  0.00
H -1.785 -3.987 1.440  0.00
H -0.267 -3.720 2.185  0.00
C -4.836 3.351 -0.153  0.00
N -4.163 2.630 -1.256  0.00
C -4.155 3.230 -2.577  0.00
C -3.000 1.827 -0.943  0.00
C -3.382 0.591 -0.174  0.00
C -4.508 -0.210 -0.531  0.00
C -4.650 -1.526 0.020  0.00
C -3.750 -1.952 1.015  0.00
C -2.847 -0.992 1.556  -0.01
C -2.540 0.100 0.858  -0.03
H -5.462 4.073 -0.645  0.00
H -4.170 3.803 0.632  0.00
H -5.550 2.711 0.435  0.00
H -3.747 4.266 -2.692  0.00
H -5.212 3.229 -3.002  0.00
H -3.462 2.639 -3.193  0.00
H -2.345 2.402 -0.320  0.00
H -2.484 1.560 -1.885  0.00
H -5.209 0.130 -1.243  0.00
H -5.365 -2.229 -0.356  0.00
H -3.767 -2.998 1.322  0.00
H -2.281 -1.329 2.424  0.00

Summary:
**Calculated total energy**: -161465.66995 eV
**Net charge**: +1
**Frontier orbital gap (alpha / beta)**: 0.2029 / 0.1392 Eh
**Multiplicity**: 7


- Number 1 is which compound?
  C26H32O12PS


- What is the calculated total energy in the first record?
  -72165.91976 eV


Copy entry 1 word for word.
Entry from the OMol25 dataset: a cluster of 3 separate species, C26H32O12PS in total at a distorted geometry (ωB97M-V/def2-TZVPD).

Last column: Mulliken charge in e.
Geometry (Å):
C -5.289 -1.098 0.917  -1.58
C -3.853 -1.013 0.498  1.16
C -2.862 -1.619 1.266  -1.01
C -1.521 -1.600 0.867  -1.29
C -1.091 -0.965 -0.303  1.02
C 0.365 -1.009 -0.719  0.63
C 0.985 0.368 -1.027  -0.50
C 1.267 -1.732 0.275  -2.15
C -2.093 -0.350 -1.047  -0.30
O -1.830 0.310 -2.254  -0.50
C -1.601 1.685 -2.138  -0.75
P -2.024 2.409 -0.504  0.37
C -1.127 3.998 -0.385  -0.89
C 0.042 3.906 0.638  0.28
C -0.135 4.865 1.838  -0.98
S 0.069 4.177 3.486  1.23
O -1.230 4.089 4.075  -0.61
O 1.063 4.928 4.166  -0.61
O 0.659 2.708 3.331  -0.42
C -3.438 -0.377 -0.669  -0.23
H -5.395 -1.011 1.991  0.40
H -5.900 -0.375 0.389  0.41
H -5.665 -2.079 0.631  0.33
H -3.129 -2.146 2.168  0.31
H -0.838 -2.123 1.508  0.40
H 0.412 -1.593 -1.638  0.45
H 1.140 0.542 -2.086  0.36
H 1.976 0.409 -0.592  0.72
H 0.437 1.205 -0.593  -0.57
H 1.343 -1.175 1.208  0.46
H 2.271 -1.821 -0.123  0.48
H 0.903 -2.729 0.501  0.49
H -0.574 1.962 -2.367  0.39
H -2.230 2.203 -2.866  0.57
H -3.386 2.708 -0.452  0.19
H -1.628 1.649 0.592  0.11
H -0.674 4.164 -1.357  0.41
H -1.817 4.799 -0.151  0.67
H 0.187 2.891 0.995  0.05
H 0.966 4.171 0.140  -0.11
H -1.114 5.328 1.846  0.40
H 0.606 5.652 1.773  0.46
H 0.072 2.131 2.827  0.33
H -4.162 0.093 -1.320  0.61
C -2.418 -6.589 -1.064  -0.88
C -2.312 -5.496 -0.300  0.33
C -1.732 -5.549 1.090  0.93
O -1.646 -4.509 1.727  -0.52
C -1.307 -6.832 1.609  -1.10
C -1.416 -7.931 0.846  0.25
C -1.971 -7.875 -0.552  1.03
O -2.020 -8.910 -1.183  -0.59
O -1.048 -9.132 1.255  -0.56
O -2.705 -4.292 -0.712  -0.56
H -2.830 -6.561 -2.063  0.46
H -0.908 -6.861 2.612  0.45
H -1.230 -9.745 0.516  0.37
H -2.520 -3.674 0.020  0.31
C 4.926 4.518 -0.841  -0.90
C 4.058 3.597 -1.263  0.17
C 4.495 2.267 -1.802  1.20
O 3.605 1.497 -2.135  -0.59
C 5.907 1.982 -1.889  -1.07
C 6.793 2.902 -1.472  0.29
C 6.356 4.230 -0.908  0.99
O 7.215 5.000 -0.536  -0.58
O 8.099 2.716 -1.522  -0.55
O 2.728 3.757 -1.246  -0.54
H 4.620 5.478 -0.449  0.45
H 6.208 1.026 -2.293  0.46
H 8.512 3.525 -1.161  0.37
H 2.386 2.922 -1.621  0.22

Summary:
**Calculated total energy**: -72165.91976 eV
**Net charge**: +1
**Frontier orbital gap**: 0.2844 Eh